Here is a 2-piece molecular cluster, C4H11N2OP overall in a non-equilibrium geometry from OMol25. Energies are from ωB97M-V with the def2-TZVPD basis set.

As for the relative energy (zero: lowest compared OMol25 entry of this formula, charge and spin): 1.4031 eV. The HOMO-LUMO gap is 9.36 eV. The value obtained for the HOMO energy is -8.41 eV. As for the SMILES: C1=CCC1.NP(N)O.

Structure (ORCA input):
```
! wB97M-V def2-TZVPD RIJCOSX def2/J DEFGRID3
* xyz 0 1
C -3.03 -0.21 -0.62
C -2.47 -0.64 0.77
C -1.87 0.74 -0.67
C -1.36 0.37 0.54
N 2.16 1.10 -0.83
N 3.12 -1.44 -0.27
O 3.52 0.49 1.31
P 2.21 -0.14 0.42
H -3.23 -1.06 -1.26
H -4.11 0.18 -0.44
H -3.02 -0.25 1.68
H -2.41 -1.78 0.80
H 3.05 0.99 1.97
H -1.61 1.53 -1.35
H -0.60 0.72 1.20
H 2.54 2.01 -0.69
H 1.17 1.16 -1.12
H 2.76 -2.41 -0.18
H 3.19 -1.34 -1.26
*
```

=====

Here is C26H44BCsN12O7P as an isolated structure in a non-equilibrium geometry from OMol25. Energies are from ωB97M-V with the def2-TZVPD basis set.

As for the relative energy (zero: lowest compared OMol25 entry of this formula, charge and spin): 0.3145 eV. The HOMO-LUMO gap is 7.82 eV. The value obtained for the HOMO energy is -5.90 eV.

Structure (ORCA input):
```
! wB97M-V def2-TZVPD RIJCOSX def2/J DEFGRID3
* xyz -1 1
Cs -0.83 1.03 0.60
C -0.74 5.80 -1.04
C -0.20 4.72 -1.76
N -1.11 3.79 -2.01
N -2.25 4.25 -1.46
C -2.06 5.44 -0.88
B -3.56 3.42 -1.47
N -3.47 2.29 -2.51
C -3.79 2.36 -3.81
C -3.46 1.17 -4.41
C -2.92 0.41 -3.35
N -2.92 1.09 -2.22
N -3.79 2.79 -0.07
C -4.84 2.03 0.29
C -4.65 1.63 1.59
C -3.43 2.23 1.95
N -2.92 2.92 0.94
H -0.25 6.68 -0.69
H 0.82 4.57 -2.11
H -2.87 5.94 -0.38
H -4.50 4.14 -1.76
H -4.24 3.26 -4.22
H -3.60 0.88 -5.44
H -2.54 -0.60 -3.36
H -5.62 1.81 -0.42
H -5.30 1.02 2.20
H -2.91 2.19 2.90
O 1.09 1.96 2.16
C 2.47 1.64 2.13
C 3.20 2.76 1.39
C 2.85 2.77 -0.11
C 3.28 1.48 -0.75
C 4.62 1.22 -1.01
C 5.00 -0.03 -1.46
C 4.02 -1.00 -1.62
C 2.71 -0.66 -1.33
N 2.33 0.55 -0.93
H 0.60 1.20 2.55
H 2.62 0.70 1.59
H 2.86 1.49 3.14
H 4.28 2.65 1.53
H 2.91 3.72 1.83
H 3.30 3.62 -0.63
H 1.77 2.86 -0.22
H 5.36 1.99 -0.84
H 6.04 -0.25 -1.67
H 4.26 -2.01 -1.94
H 1.93 -1.40 -1.39
N 0.36 1.43 -3.08
N 0.72 0.43 -4.01
C 0.59 -0.89 -3.78
N 1.26 -1.72 -4.62
N -0.24 -1.22 -2.79
N -0.33 -2.54 -2.46
O -1.31 -2.86 -1.84
O 0.60 -3.33 -2.68
H 0.19 0.93 -2.21
H -0.53 1.85 -3.35
H 1.39 0.73 -4.71
H 2.01 -1.32 -5.15
H 1.39 -2.65 -4.24
C 3.85 -2.43 2.83
C 2.41 -2.94 2.74
C 2.15 -3.55 1.38
C 2.12 -3.94 3.85
O 1.61 -1.77 3.00
P 0.20 -1.39 2.32
O -0.30 -0.18 3.07
O 0.33 -1.23 0.85
O -0.65 -2.69 2.71
C -2.01 -2.99 2.32
C -2.65 -1.88 1.48
C -1.94 -4.29 1.53
C -2.77 -3.17 3.63
H 4.55 -3.25 2.74
H 4.01 -1.93 3.78
H 4.04 -1.72 2.02
H 2.86 -4.37 1.23
H 2.28 -2.82 0.59
H 1.14 -3.95 1.30
H 2.74 -4.82 3.73
H 1.07 -4.23 3.82
H 2.32 -3.49 4.83
H -2.11 -1.78 0.54
H -2.60 -0.94 2.03
H -3.69 -2.12 1.27
H -1.39 -4.13 0.60
H -2.94 -4.64 1.28
H -1.44 -5.06 2.11
H -2.74 -2.25 4.20
H -2.30 -3.96 4.22
H -3.81 -3.44 3.43
*
```

=====

Here is a 10-piece molecular cluster, C52H132Cl3N5O5P2 overall in a non-equilibrium geometry from OMol25. Energies are from ωB97M-V with the def2-TZVPD basis set.

As for the relative energy (zero: lowest compared OMol25 entry of this formula, charge and spin): 0.8043 eV. The HOMO-LUMO gap is 6.83 eV. The value obtained for the HOMO energy is -14.65 eV.

Structure (ORCA input):
```
! wB97M-V def2-TZVPD RIJCOSX def2/J DEFGRID3
* xyz 4 1
C -2.67 -5.43 -1.29
C -2.83 -4.70 0.08
C -4.01 -3.71 0.08
C -4.30 -3.24 1.49
P -3.12 -2.24 2.40
C -2.96 -0.66 1.53
C -4.27 0.13 1.46
C -4.00 1.51 0.67
C -5.20 2.37 0.75
C -3.78 -1.94 4.03
C -3.14 -0.77 4.80
C -3.73 -0.52 6.22
C -5.17 -0.96 6.40
C -1.54 -3.10 2.56
C -0.68 -2.90 3.78
C 0.51 -3.89 3.82
C 1.37 -3.69 4.99
H -2.36 -4.69 -2.06
H -3.57 -5.95 -1.62
H -1.80 -6.10 -1.24
H -1.89 -4.22 0.34
H -2.98 -5.43 0.89
H -4.86 -4.22 -0.35
H -3.79 -2.82 -0.52
H -4.45 -4.07 2.17
H -5.19 -2.61 1.53
H -2.56 -0.85 0.53
H -2.21 -0.09 2.08
H -4.62 0.39 2.47
H -5.07 -0.44 0.96
H -3.75 1.33 -0.39
H -3.20 2.07 1.15
H -4.93 3.37 0.36
H -5.51 2.57 1.78
H -6.05 1.96 0.20
H -3.72 -2.85 4.62
H -4.85 -1.87 3.79
H -3.24 0.15 4.20
H -2.07 -0.97 4.86
H -3.65 0.54 6.43
H -3.15 -1.04 6.98
H -5.31 -2.04 6.26
H -5.87 -0.50 5.70
H -5.44 -0.73 7.43
H -0.88 -2.85 1.71
H -1.85 -4.12 2.37
H -1.30 -2.97 4.71
H -0.39 -1.82 3.79
H 1.06 -3.80 2.88
H 0.10 -4.91 3.81
H 1.96 -2.78 4.81
H 2.05 -4.53 5.13
H 0.81 -3.48 5.91
C -2.46 3.83 4.67
C -2.21 3.27 3.27
C -0.73 3.42 2.83
C 0.19 2.51 3.68
P 1.94 3.00 3.76
C 2.08 4.69 4.49
C 1.39 4.87 5.83
C 1.44 6.38 6.20
C 0.70 6.65 7.51
C 2.82 1.74 4.77
C 2.16 1.32 6.09
C 1.03 0.25 6.00
C 0.01 0.40 7.07
C 2.62 3.06 2.08
C 3.65 4.11 1.77
C 3.98 4.10 0.28
C 4.88 5.24 -0.15
H -2.18 4.89 4.71
H -1.98 3.29 5.49
H -3.52 3.77 4.89
H -2.90 3.77 2.57
H -2.50 2.21 3.31
H -0.48 4.48 2.97
H -0.56 3.24 1.76
H 0.09 1.48 3.32
H -0.16 2.51 4.71
H 1.63 5.42 3.78
H 3.15 4.91 4.53
H 2.00 4.33 6.56
H 0.38 4.46 5.92
H 0.90 6.86 5.39
H 2.46 6.80 6.23
H -0.35 6.35 7.54
H 0.78 7.70 7.82
H 1.24 6.10 8.30
H 3.81 2.22 4.84
H 2.98 0.88 4.11
H 1.72 2.23 6.52
H 2.92 0.99 6.80
H 1.56 -0.71 6.14
H 0.52 0.21 5.02
H 0.43 0.39 8.07
H -0.68 -0.44 7.05
H -0.53 1.33 6.92
H 1.77 3.24 1.43
H 2.89 2.00 1.94
H 4.57 4.04 2.34
H 3.18 5.06 2.04
H 3.05 4.16 -0.29
H 4.46 3.15 0.03
H 5.89 5.16 0.28
H 4.44 6.20 0.10
H 5.00 5.22 -1.24
C 1.88 1.56 -1.12
C 1.21 0.48 -1.92
C -0.29 0.63 -1.88
O -0.88 -0.36 -2.71
C -2.22 -0.49 -2.54
N 1.80 0.71 -3.30
H 1.73 1.81 -3.49
H 2.78 0.46 -3.34
H 1.29 0.14 -3.96
H 1.58 2.55 -1.51
H 2.97 1.43 -1.25
H 1.64 1.50 -0.06
H 1.40 -0.56 -1.62
H -0.53 1.66 -2.21
H -0.60 0.51 -0.83
H -2.85 0.40 -2.71
H -2.30 -0.70 -1.46
H -2.69 -1.34 -3.04
C -1.59 -1.43 -6.00
C -1.61 -2.89 -5.44
C -2.91 -3.58 -5.72
O -3.91 -2.74 -5.18
C -5.19 -3.33 -5.25
N -0.51 -3.62 -6.13
H -0.65 -4.62 -6.04
H -0.47 -3.35 -7.11
H 0.33 -3.32 -5.61
H -0.57 -1.04 -5.86
H -2.27 -0.75 -5.51
H -1.75 -1.45 -7.09
H -1.34 -2.98 -4.38
H -2.89 -4.56 -5.20
H -3.11 -3.81 -6.79
H -5.96 -2.61 -4.96
H -5.22 -4.19 -4.55
H -5.30 -3.69 -6.29
C 5.35 -3.75 -1.93
C 4.72 -3.35 -0.56
C 5.73 -3.16 0.51
O 5.08 -2.73 1.70
C 4.65 -3.81 2.52
N 4.05 -2.08 -0.83
H 3.85 -1.50 -0.02
H 4.63 -1.50 -1.52
H 3.24 -2.22 -1.43
H 6.13 -3.02 -2.17
H 4.60 -3.78 -2.73
H 5.83 -4.74 -1.86
H 3.96 -4.11 -0.23
H 6.37 -2.33 0.21
H 6.40 -4.01 0.63
H 3.81 -4.23 1.98
H 4.26 -3.44 3.47
H 5.42 -4.58 2.67
C -2.34 3.13 -4.08
C -3.83 3.40 -4.23
C -4.77 2.26 -3.91
O -4.54 1.32 -4.95
C -5.46 0.29 -4.91
N -4.16 4.44 -3.18
H -5.15 4.62 -3.19
H -3.94 4.01 -2.27
H -3.65 5.30 -3.30
H -2.17 2.60 -3.14
H -1.71 4.02 -4.12
H -2.04 2.52 -4.92
H -4.13 3.78 -5.21
H -5.81 2.64 -3.96
H -4.58 1.87 -2.89
H -5.36 -0.29 -5.84
H -6.49 0.61 -4.82
H -5.26 -0.44 -4.11
C 5.27 -0.02 -6.30
C 4.74 -0.91 -7.42
C 5.77 -1.45 -8.38
O 6.56 -2.36 -7.63
C 7.62 -2.82 -8.51
N 4.17 -2.12 -6.69
H 3.74 -2.75 -7.34
H 4.91 -2.58 -6.18
H 3.44 -1.81 -6.05
H 5.93 -0.50 -5.58
H 4.38 0.36 -5.79
H 5.74 0.86 -6.74
H 3.88 -0.47 -7.95
H 6.41 -0.66 -8.80
H 5.24 -1.98 -9.19
H 7.19 -3.17 -9.46
H 8.16 -3.61 -7.99
H 8.30 -2.00 -8.75
Cl 5.33 -0.09 -2.58
Cl 1.94 -2.70 -3.86
Cl 2.21 3.88 -3.69
*
```

=====

Here is a 2-piece molecular cluster, CHN3O3S overall in a non-equilibrium geometry from OMol25. Energies are from ωB97M-V with the def2-TZVPD basis set.

As for the relative energy (zero: lowest compared OMol25 entry of this formula, charge and spin): 4.4720 eV. The HOMO-LUMO gap (spin up / spin down) is 7.27 / 7.26 eV. The value obtained for the HOMO energy (spin up / spin down) is -8.04 / -8.04 eV.

Structure (ORCA input):
```
! wB97M-V def2-TZVPD RIJCOSX def2/J DEFGRID3
* xyz 0 1
C 1.09 0.51 -1.75
N -0.33 0.95 2.03
N -1.25 -0.89 1.05
N -0.91 0.22 1.28
O 0.40 0.95 -0.94
O 1.73 0.17 -2.64
O 0.47 -1.63 -0.75
S -0.75 -2.15 -0.21
H -0.45 1.87 1.94
*
```

=====

Here is an isolated ion of composition C4H10NS and charge +1 in a non-equilibrium geometry from OMol25. Energies are from ωB97M-V with the def2-TZVPD basis set.

As for the relative energy (zero: lowest compared OMol25 entry of this formula, charge and spin): 1.2262 eV. The HOMO-LUMO gap is 8.22 eV. The value obtained for the HOMO energy is -13.04 eV. As for the SMILES: CC(=[NH2+])CCS.

Structure (ORCA input):
```
! wB97M-V def2-TZVPD RIJCOSX def2/J DEFGRID3
* xyz 1 1
C -0.11 0.77 0.54
C -1.58 1.08 0.02
C 0.71 -0.51 0.15
C 1.95 -0.17 -0.68
N 0.47 -1.73 0.61
S -2.48 -0.52 -0.17
H -0.33 0.73 1.54
H 0.46 1.57 0.19
H -2.08 1.80 0.74
H -1.48 1.56 -0.94
H 2.38 -1.06 -1.04
H 2.72 0.33 -0.10
H 1.72 0.62 -1.39
H -0.26 -1.74 1.27
H -3.30 -0.23 -1.31
H 1.21 -2.51 0.56
*
```

=====

Here is a single C35H64O6SSi molecule in a non-equilibrium geometry from OMol25. Energies are from ωB97M-V with the def2-TZVPD basis set.

The HOMO-LUMO gap is 8.45 eV. The value obtained for the HOMO energy is -8.20 eV.

Structure (ORCA input):
```
! wB97M-V def2-TZVPD RIJCOSX def2/J DEFGRID3
* xyz 0 1
C 8.00 4.79 2.48
C 7.07 4.81 1.12
C 7.97 4.63 -0.24
C 7.23 3.80 -1.45
C 7.18 2.16 -1.18
C 6.62 1.32 -2.51
C 6.81 -0.31 -2.28
C 5.52 -0.86 -1.37
C 5.65 -2.48 -1.08
C 5.27 -2.89 0.48
C 4.18 -4.15 0.53
C 2.65 -3.51 0.38
C 1.49 -4.52 0.85
C 0.16 -3.84 1.60
C 0.76 -2.95 2.84
O 0.26 -3.37 4.20
C 0.32 -2.11 5.00
O -0.57 -5.04 2.00
S -2.15 -4.86 2.53
O -2.49 -3.38 2.97
O -3.15 -5.22 1.15
C -3.04 -4.22 0.10
O -3.87 -2.99 0.33
C -1.55 -3.93 -0.48
C -1.72 -3.45 -2.07
C -1.82 -1.83 -2.27
C -2.34 -1.44 -3.77
C -2.62 0.16 -4.02
C -3.58 0.87 -2.88
C -4.83 1.74 -3.50
C -5.23 3.07 -2.57
C -5.15 2.57 -1.01
Si -6.28 3.55 0.21
C -5.39 5.23 0.64
C -8.09 3.85 -0.49
C -6.47 2.40 1.79
C -7.90 1.68 2.15
C -7.95 0.69 3.46
C -6.56 0.46 4.31
C -5.11 1.19 3.99
C -5.06 2.20 2.66
C -0.57 -2.96 0.40
O -1.21 -1.70 0.88
H 8.48 3.71 2.60
H 8.84 5.64 2.43
H 7.34 5.03 3.43
H 6.24 3.98 1.22
H 6.53 5.85 1.06
H 8.23 5.72 -0.62
H 8.99 4.11 0.07
H 7.87 3.96 -2.44
H 6.15 4.21 -1.70
H 8.25 1.72 -0.90
H 6.46 1.87 -0.30
H 5.45 1.52 -2.55
H 7.13 1.70 -3.50
H 7.82 -0.48 -1.67
H 6.84 -0.86 -3.32
H 5.48 -0.22 -0.39
H 4.55 -0.62 -2.01
H 6.79 -2.76 -1.22
H 4.98 -3.06 -1.88
H 4.84 -1.91 0.99
H 6.21 -3.20 1.12
H 4.31 -4.84 -0.43
H 4.29 -4.80 1.50
H 2.66 -2.44 0.87
H 2.52 -3.32 -0.79
H 1.94 -5.32 1.59
H 1.13 -5.14 -0.11
H 0.54 -1.80 2.79
H 1.94 -3.04 2.98
H 1.43 -1.71 4.85
H 0.08 -2.30 6.15
H -0.49 -1.31 4.65
H -3.61 -4.73 -0.83
H -3.96 -2.54 -0.56
H -1.00 -4.98 -0.57
H -0.73 -3.85 -2.61
H -2.61 -3.98 -2.62
H -0.70 -1.41 -2.19
H -2.41 -1.26 -1.40
H -3.27 -2.14 -4.03
H -1.47 -1.76 -4.52
H -1.60 0.74 -4.02
H -3.14 0.37 -5.06
H -4.05 -0.01 -2.24
H -2.86 1.47 -2.18
H -5.80 1.03 -3.43
H -4.71 1.99 -4.64
H -6.31 3.49 -2.85
H -4.47 3.93 -2.85
H -4.04 2.58 -0.63
H -5.55 1.45 -0.99
H -5.46 5.92 -0.33
H -5.95 5.81 1.51
H -4.24 5.08 0.88
H -8.10 4.56 -1.43
H -8.58 2.84 -0.82
H -8.81 4.32 0.33
H -8.81 1.92 1.43
H -8.98 0.17 3.70
H -6.61 -0.28 5.23
H -4.12 1.01 4.63
H -4.05 2.74 2.33
H 0.21 -2.54 -0.41
H -0.48 -1.00 0.88
*
```

=====

Here is C5H8N as an isolated structure in a non-equilibrium geometry from OMol25. Energies are from ωB97M-V with the def2-TZVPD basis set.

As for the relative energy (zero: lowest compared OMol25 entry of this formula, charge and spin): 9.9778 eV. The HOMO-LUMO gap (spin up / spin down) is 8.18 / 8.76 eV. The value obtained for the HOMO energy (spin up / spin down) is -15.29 / -15.20 eV.

Structure (ORCA input):
```
! wB97M-V def2-TZVPD RIJCOSX def2/J DEFGRID3
* xyz 1 1
C 2.88 -1.11 1.98
C 1.87 -0.96 1.39
C 0.05 0.32 0.19
C 0.40 1.73 0.52
C -1.21 -1.35 -1.10
N -0.93 -0.06 -0.54
H 0.88 -0.38 0.56
H 1.11 1.81 1.29
H -0.46 2.23 0.85
H 0.90 2.17 -0.41
H -0.79 -1.53 -2.14
H -0.99 -2.19 -0.32
H -2.30 -1.42 -1.31
H -1.39 0.75 -0.95
*
```

=====

Here is C7H20ClO7PRuSi as an isolated structure in a non-equilibrium geometry from OMol25. Energies are from ωB97M-V with the def2-TZVPD basis set.

The HOMO-LUMO gap is 7.84 eV. The value obtained for the HOMO energy is -17.25 eV.

Structure (ORCA input):
```
! wB97M-V def2-TZVPD RIJCOSX def2/J DEFGRID3
* xyz 2 1
Ru -0.52 0.03 0.11
O -1.99 2.73 2.00
Cl -0.70 2.32 1.64
O 0.33 3.16 2.09
O -0.46 0.88 2.03
O -0.60 2.10 0.10
C 3.45 0.10 -2.05
O 2.08 0.35 -1.55
P 1.71 0.51 -0.06
O 2.39 1.72 0.61
C 2.66 3.04 0.02
O 2.14 -0.77 0.71
C 2.58 -0.82 2.13
H 4.02 1.03 -1.97
H 3.33 -0.19 -3.08
H 3.90 -0.70 -1.46
H 2.84 3.70 0.85
H 1.80 3.37 -0.56
H 3.55 2.95 -0.61
H 3.47 -0.21 2.23
H 2.79 -1.87 2.32
H 1.78 -0.46 2.77
C -0.98 -1.49 -1.49
Si -2.57 -1.51 -0.37
C -4.10 -1.64 -1.40
C -2.39 -2.60 1.09
C -2.48 0.43 -0.02
H -0.20 -2.23 -1.29
H -0.47 -0.47 -1.71
H -1.35 -1.69 -2.50
H -4.17 -2.67 -1.74
H -4.07 -0.98 -2.26
H -4.98 -1.42 -0.80
H -2.28 -3.64 0.77
H -3.29 -2.54 1.72
H -1.53 -2.36 1.73
H -2.84 0.87 0.91
H -2.84 0.98 -0.89
*
```

=====

Number 1: DFT total energy -18641.52157 eV. Number 2: DFT total energy -70408.41811 eV. Number 3: DFT total energy -129866.75694 eV. Number 4: DFT total energy -22497.06298 eV. Number 5: DFT total energy -16627.73983 eV. Number 6: DFT total energy -68308.85996 eV. Number 7: DFT total energy -6788.11059 eV. Number 8: DFT total energy -54161.09566 eV.